A | 14
Properties=species:S:1:pos:R:3:nbo_charge:R:1 method="wB97M-V/def2-TZVPD" total_charge=+1 orbital_gap_ev=9.393 e_homo_ev=-14.350
C -1.905 -0.508 -0.052 0.2914
C 1.531 0.736 -0.046 -0.5848
C -0.008 0.905 0.086 -0.2827
N -3.744 -2.082 0.043 -0.2702
N -2.574 -2.284 0.059 0.0317
N -0.650 -0.298 0.151 -0.4980
Br -3.272 0.721 -0.092 0.2743
H 2.138 0.938 0.754 0.2331
H 1.669 -0.317 -0.236 0.1971
H 1.834 1.460 -0.896 0.2409
H -0.257 1.497 -0.768 0.2420
H -0.091 1.473 1.004 0.2494
H -4.422 -2.858 0.024 0.4138
H -0.133 -1.279 0.092 0.4621

B | 14
Properties=species:S:1:pos:R:3:nbo_charge:R:1 method="wB97M-V/def2-TZVPD" total_charge=+1 orbital_gap_ev=8.350 e_homo_ev=-14.359
C -1.112 0.712 0.928 0.2103
C 0.062 1.727 -0.557 -0.1987
C -0.402 -1.704 0.317 -0.4837
N -0.852 1.882 0.552 -0.2768
N -0.338 -0.268 0.189 -0.0500
N 0.406 0.379 -0.608 0.0314
Br 2.932 -0.085 0.005 -0.1412
H -1.955 0.282 1.432 0.2409
H -0.393 1.965 -1.548 0.3217
H 0.821 2.427 -0.557 0.2960
H -0.895 -2.007 1.267 0.2626
H -1.272 -1.998 -0.280 0.2623
H 0.355 -2.452 0.104 0.2920
H 2.643 -0.858 -1.242 0.2332

C | 14
Properties=species:S:1:pos:R:3:nbo_charge:R:1 method="wB97M-V/def2-TZVPD" total_charge=+1 orbital_gap_ev="8.379 / 8.370" e_homo_ev="-13.498 / -13.894"
C 0.249 -0.910 0.000 0.3588
C -0.877 1.710 -0.202 -0.1081
C 1.207 -0.100 -0.778 -0.2487
N -0.653 -0.498 0.816 -0.3908
N 0.166 -2.197 -0.447 -0.7375
N -0.819 0.883 1.052 -0.4178
Br 2.378 0.762 0.480 0.1459
H -0.273 2.596 -0.060 0.2119
H -1.290 1.315 -1.128 0.2367
H 1.391 -0.445 -1.778 0.2331
H 0.701 -2.477 -1.230 0.4095
H -0.576 -2.790 -0.136 0.4263
H -0.053 1.182 1.642 0.4275
H -1.551 0.969 1.767 0.4533

Of them, C has the lowest stability.

A | 21
Properties=species:S:1:pos:R:3:nbo_charge:R:1 method="wB97M-V/def2-TZVPD" total_charge=0 orbital_gap_ev=8.434 smiles=CC[C@H]1C[Si]1(C)C e_homo_ev=-7.642
C 1.130 -0.574 0.131 -0.8439
C -0.386 -0.775 -0.390 -0.4973
C 0.013 -1.432 -2.731 -0.5990
C -0.118 2.337 0.960 -1.1466
C -0.153 0.027 3.120 -1.1091
C -0.607 -0.331 -1.819 -0.4236
Si 0.105 0.501 1.275 1.4683
H 1.662 -1.390 0.456 0.2282
H 1.689 -0.033 -0.600 0.2204
H -0.751 -1.861 -0.146 0.2142
H 1.125 -1.438 -2.419 0.1902
H 0.041 -1.198 -3.775 0.2067
H -0.416 -2.382 -2.418 0.2028
H 0.301 2.765 1.918 0.2345
H 0.642 2.727 0.192 0.2554
H -1.156 2.874 0.957 0.2657
H -1.244 -0.281 3.438 0.2573
H 0.706 -0.647 3.550 0.2515
H -0.115 0.860 3.722 0.2315
H -1.633 -0.172 -2.133 0.2022
H -0.043 0.498 -2.028 0.1908

B | 21
Properties=species:S:1:pos:R:3:nbo_charge:R:1 method="wB97M-V/def2-TZVPD" total_charge=0 orbital_gap_ev="8.128 / 7.434" e_homo_ev="-8.282 / -7.202"
C -0.649 0.202 1.806 -0.1253
C -1.213 1.246 1.362 -0.1411
C -1.570 2.359 2.413 -0.6339
C -1.966 1.365 0.077 -0.6459
C 2.752 -1.374 -2.076 -0.6214
C 1.983 -1.998 -0.875 -0.8333
Si 0.073 -1.690 -1.147 0.7595
H -0.140 -0.086 2.748 0.1833
H -0.649 2.741 2.940 0.2233
H -2.082 3.225 1.918 0.2082
H -2.305 1.827 3.038 0.2235
H -2.747 0.598 -0.012 0.2274
H -1.345 0.994 -0.783 0.2332
H -2.406 2.314 -0.026 0.2112
H 2.212 -1.539 -3.062 0.2130
H 2.844 -0.249 -1.916 0.2075
H 3.837 -1.692 -2.063 0.2151
H 2.219 -1.589 0.066 0.2321
H 2.308 -3.064 -0.875 0.2347
H -0.302 -0.724 -2.189 -0.1922
H -0.853 -2.864 -1.342 -0.1787

Of them, B has the lowest stability.

A | 51
Properties=species:S:1:pos:R:3:nbo_charge:R:1 method="wB97M-V/def2-TZVPD" total_charge=0 orbital_gap_ev=8.130 smiles="O=C(CCCC(=O)N1CCN(c2ccc([N+](=O)[O-])cc2)CC1)c1ccccc1" e_homo_ev=-8.299
O 0.147 0.371 -1.929 -0.5810
C 0.681 1.319 -1.380 0.5986
C -0.044 2.065 -0.329 -0.2041
C 0.579 2.686 0.752 -0.1250
C -0.187 3.309 1.721 -0.2391
C -1.569 3.327 1.623 -0.1854
C -2.199 2.706 0.555 -0.2228
C -1.439 2.074 -0.408 -0.1520
H -1.908 1.581 -1.248 0.2302
H -3.276 2.708 0.480 0.2335
H -2.157 3.820 2.383 0.2156
H 0.300 3.779 2.562 0.2164
H 1.651 2.639 0.873 0.2294
C 2.062 1.781 -1.798 -0.5197
C 2.916 0.610 -2.299 -0.3939
C 3.747 -0.034 -1.174 -0.4970
C 3.018 -0.038 0.155 0.6961
O 3.282 0.809 0.993 -0.6530
N 2.076 -0.985 0.401 -0.4492
C 1.554 -1.895 -0.604 -0.2539
H 2.375 -2.249 -1.229 0.2109
H 0.826 -1.374 -1.238 0.2381
C 0.846 -3.099 0.028 -0.2177
N -0.114 -2.647 1.015 -0.4354
C -1.275 -2.028 0.603 0.3111
C -1.814 -2.243 -0.679 -0.3012
C -2.954 -1.600 -1.095 -0.1278
C -3.608 -0.714 -0.242 -0.0673
C -3.132 -0.532 1.053 -0.0822
C -1.998 -1.183 1.468 -0.3313
H -1.668 -1.014 2.479 0.2175
H -3.660 0.133 1.719 0.2369
N -4.739 0.018 -0.695 0.5281
O -5.170 0.902 0.026 -0.4066
O -5.212 -0.266 -1.781 -0.3889
H -3.341 -1.750 -2.091 0.2458
H -1.331 -2.906 -1.376 0.2169
C 0.643 -2.056 2.103 -0.2145
H 0.016 -1.859 2.970 0.2133
H 1.410 -2.772 2.407 0.2068
C 1.281 -0.765 1.605 -0.2521
H 1.947 -0.333 2.355 0.2479
H 0.488 -0.035 1.390 0.2070
H 0.369 -3.691 -0.751 0.2147
H 1.566 -3.745 0.539 0.2046
H 4.641 0.571 -1.008 0.2365
H 4.064 -1.035 -1.466 0.2187
H 2.249 -0.124 -2.752 0.2260
H 3.604 0.954 -3.073 0.2165
H 2.564 2.318 -0.996 0.2358
H 1.893 2.490 -2.615 0.2482

B | 51
Properties=species:S:1:pos:R:3:nbo_charge:R:1 method="wB97M-V/def2-TZVPD" total_charge=0 orbital_gap_ev=9.226 e_homo_ev=-9.397
N 2.837 -2.802 -0.747 -0.5647
C 2.856 -3.391 -1.931 0.0955
C 1.519 -3.334 -2.843 -0.1610
O 1.259 -1.920 -3.096 -0.5445
C -0.091 -1.859 -3.552 0.9106
O -0.454 -2.153 -4.723 -0.5267
N -1.149 -1.476 -2.601 -0.5277
C -0.624 -0.772 -1.397 0.0650
O -1.720 -0.212 -0.605 -0.2748
O -2.032 0.970 -1.226 -0.4563
C -1.944 -2.674 -2.268 0.1844
C -3.130 -3.215 -3.130 -0.2587
C -4.006 -4.432 -2.793 0.0294
N -3.778 -5.181 -1.608 -0.4252
C -2.687 -4.750 -0.816 0.0300
C -1.710 -3.574 -0.990 -0.3161
H 1.903 -2.384 -0.590 0.3189
H 3.811 -3.922 -2.247 0.2003
H 1.749 -3.881 -3.825 0.2107
H 0.673 -3.886 -2.312 0.2169
H -0.015 0.142 -1.739 0.2228
H 0.011 -1.431 -0.713 0.1811
H -2.939 1.216 -0.921 0.4779
H -3.373 -2.645 -4.099 0.2429
H -4.871 -4.714 -3.496 0.2268
H -2.503 -5.382 0.133 0.2095
H -0.868 -3.332 -0.242 0.2348
C 2.500 0.787 -0.568 -0.2478
C 1.746 1.470 0.382 -0.1588
C 2.380 2.243 1.349 -0.2362
C 3.768 2.342 1.361 -0.2095
C 4.521 1.662 0.409 -0.2147
C 3.889 0.882 -0.553 -0.1928
H 2.007 0.182 -1.321 0.2049
H 0.662 1.398 0.369 0.2007
H 1.792 2.770 2.094 0.2115
H 4.262 2.949 2.112 0.2131
H 5.604 1.741 0.417 0.2134
H 4.477 0.348 -1.292 0.2150
C -2.297 4.236 3.112 -0.2121
C -1.171 3.418 3.121 -0.2188
C -0.232 3.537 4.142 -0.2060
C -0.426 4.468 5.159 -0.2149
C -1.553 5.283 5.151 -0.2117
C -2.487 5.170 4.125 -0.2114
H -3.026 4.145 2.314 0.2109
H -1.024 2.688 2.332 0.2124
H 0.649 2.904 4.147 0.2108
H 0.303 4.557 5.958 0.2136
H -1.704 6.007 5.945 0.2135
H -3.363 5.809 4.116 0.2133

Of them, B has the lowest stability.

A | 28
Properties=species:S:1:pos:R:3:nbo_charge:R:1 method="wB97M-V/def2-TZVPD" total_charge=0 orbital_gap_ev=9.480 smiles=COc1cccc2c1C[C@@H](N)CC2 e_homo_ev=-8.545
C 1.995 2.615 -0.195 -0.2487
C 0.115 1.521 -0.552 0.2676
C -0.937 2.280 -0.823 -0.2567
C -2.196 1.870 -0.590 -0.2040
C -2.392 0.589 -0.059 -0.2114
C -1.329 -0.190 0.290 -0.0090
C -1.620 -1.526 1.005 -0.4213
C -0.298 -2.386 1.193 -0.4062
C 0.821 -2.227 0.107 -0.0504
C 1.110 -0.789 -0.131 -0.4377
C -0.074 0.207 -0.115 -0.0154
H 2.124 2.410 0.864 0.1672
H 1.475 3.632 -0.309 0.1667
H 3.039 2.743 -0.504 0.1918
H -0.708 3.248 -1.274 0.2102
H -2.982 2.464 -0.879 0.2078
H -3.402 0.243 -0.172 0.2088
H -2.266 -2.058 0.343 0.2135
H -1.931 -1.292 1.995 0.2216
H -0.542 -3.502 1.349 0.2029
H 0.032 -2.055 2.185 0.1930
H 0.462 -2.749 -0.818 0.1843
H 1.967 -3.871 0.803 0.3620
H 2.687 -2.424 0.918 0.3504
H 1.644 -0.713 -1.081 0.2382
H 1.736 -0.338 0.594 0.2104
N 2.068 -2.951 0.365 -0.8326
O 1.377 1.642 -0.918 -0.5027

B | 28
Properties=species:S:1:pos:R:3:nbo_charge:R:1 method="wB97M-V/def2-TZVPD" total_charge=0 orbital_gap_ev=8.873 smiles=COc1ccc2c(c1)[C@@H](C)NCC2 e_homo_ev=-8.032
C -1.287 0.179 -4.359 -0.2547
C -0.771 0.242 -1.911 0.3143
C 0.614 0.477 -2.176 -0.2863
C 1.384 0.476 -1.142 -0.2058
C 1.032 0.282 0.250 0.0126
C 2.163 0.363 1.356 -0.4458
C 1.656 0.461 2.653 -0.2305
C -0.777 -0.160 1.965 -0.0802
C -1.717 -1.288 2.120 -0.6059
C -0.384 -0.034 0.557 -0.0118
C -1.196 0.069 -0.593 -0.2816
H -2.133 -0.229 -4.937 0.2107
H -0.126 -0.185 -4.686 0.1808
H -1.323 1.484 -4.337 0.1742
H 1.111 0.349 -3.237 0.2273
H 2.432 0.713 -1.113 0.2019
H 2.962 1.104 1.038 0.2194
H 2.715 -0.573 1.177 0.2037
H 2.219 0.297 3.604 0.2262
H 1.412 1.599 2.632 0.1732
H 0.607 -1.332 3.156 0.3582
H -1.356 0.864 2.115 0.1994
H -2.457 -1.139 1.338 0.2238
H -2.258 -1.492 3.178 0.2216
H -1.075 -2.182 1.942 0.2049
H -2.285 0.118 -0.497 0.2180
N 0.439 -0.250 2.899 -0.6304
O -1.601 -0.214 -2.995 -0.5373

C | 28
Properties=species:S:1:pos:R:3:nbo_charge:R:1 method="wB97M-V/def2-TZVPD" total_charge=0 orbital_gap_ev=9.308 smiles=COc1cccc2c1C[C@H](N)CC2 e_homo_ev=-8.362
C 1.768 -0.104 -3.448 -0.2446
C 0.359 -0.292 -1.626 0.3117
C -0.260 -1.410 -2.280 -0.3205
C -1.135 -2.324 -1.585 -0.1949
C -1.552 -1.909 -0.362 -0.2221
C -0.866 -0.873 0.317 0.0096
C -1.397 -0.608 1.750 -0.4245
C -0.603 0.451 2.452 -0.4072
C -0.086 1.675 1.768 -0.0619
C 0.766 0.997 0.611 -0.4230
C 0.017 0.025 -0.286 -0.0891
H 0.999 0.078 -4.057 0.1736
H 2.594 0.525 -3.897 0.1895
H 2.086 -1.153 -3.250 0.1870
H 0.048 -1.839 -3.284 0.2236
H -1.507 -3.142 -2.156 0.2150
H -2.315 -2.436 0.269 0.2071
H -1.123 -1.597 2.343 0.2283
H -2.552 -0.347 1.766 0.2217
H -1.321 0.741 3.309 0.2000
H 0.321 -0.026 3.006 0.2057
H -0.885 2.232 1.450 0.1736
H 0.430 2.557 3.550 0.3644
H 1.013 3.546 2.196 0.3827
H 1.647 0.513 1.075 0.2302
H 1.246 1.862 -0.039 0.2223
N 0.802 2.500 2.533 -0.8589
O 1.508 0.358 -2.128 -0.4996

Of them, B has the lowest stability.